# 1
Computed, not measured: an isolated molecule of C5H8O2 at a distorted geometry, with ωB97M-V/def2-TZVPD.

For the energy above the lowest of the compared OMol25 structures with the same formula, charge and spin, the calculation gives 147.94 kcal/mol.

```
! wB97M-V def2-TZVPD RIJCOSX def2/J DEFGRID3
* xyz 0 1
C -0.825 -1.263 0.426
C -0.746 0.111 -0.513
O -1.548 1.205 -0.293
C 0.721 0.232 0.938
C 1.495 0.584 -0.274
O 1.447 -0.435 -1.294
C 0.455 0.559 -1.297
H -0.242 -2.024 -0.091
H -0.619 -1.436 1.521
H -1.878 -1.465 0.350
H -2.462 0.927 -0.155
H 0.166 1.036 1.404
H 1.221 -0.404 1.697
H 2.425 1.141 -0.269
H 0.389 1.232 -2.150
*
```

# 2
Computed, not measured: an isolated molecule of C5H8O2, with ωB97M-V/def2-TZVPD.

For the energy above the lowest of the compared OMol25 structures with the same formula, charge and spin, the calculation gives 55.75 kcal/mol.

```
! wB97M-V def2-TZVPD RIJCOSX def2/J DEFGRID3
* xyz 0 1
O -0.194 -1.261 -1.631
C -0.284 -0.661 -0.387
C 0.920 -0.726 0.552
C 0.823 0.811 0.677
O 1.693 1.468 -0.224
C -1.503 -0.353 0.394
C -0.560 0.785 0.025
H -0.832 -0.840 -2.220
H 0.716 -1.283 1.473
H 1.851 -1.072 0.101
H 0.999 1.270 1.655
H -1.653 -0.699 1.417
H -2.417 -0.336 -0.201
H 1.371 1.246 -1.112
H -0.928 1.652 -0.519
*
```

# 3
Computed, not measured: a cluster of 2 separate species, C5H8O2 in total, with ωB97M-V/def2-TZVPD.

For the energy above the lowest of the compared OMol25 structures with the same formula, charge and spin, the calculation gives 60.73 kcal/mol.

```
! wB97M-V def2-TZVPD RIJCOSX def2/J DEFGRID3
* xyz 0 1
C -2.105 -0.209 -1.260
C -1.119 -0.613 -0.205
O -1.170 0.019 1.028
C 1.737 1.112 1.334
C 2.148 0.360 0.316
C -0.237 -1.581 -0.391
O 0.548 -2.434 -0.575
H -3.107 -0.178 -0.819
H -1.880 0.787 -1.662
H -2.118 -0.920 -2.092
H -0.491 0.713 1.027
H 1.539 2.176 1.215
H 1.600 0.695 2.329
H 2.293 0.771 -0.680
H 2.362 -0.699 0.436
*
```

# 4
Computed, not measured: an isolated molecule of C5H8O2, with ωB97M-V/def2-TZVPD.

For the energy above the lowest of the compared OMol25 structures with the same formula, charge and spin, the calculation gives 29.09 kcal/mol.

```
! wB97M-V def2-TZVPD RIJCOSX def2/J DEFGRID3
* xyz 0 1
O -2.440 -0.235 -0.917
C -1.517 -0.066 0.145
C -0.077 -0.372 -0.262
C 0.890 -0.791 0.878
C 1.901 0.207 0.314
O 3.071 0.399 0.497
C 0.862 0.809 -0.635
H -2.611 0.619 -1.327
H -1.582 0.948 0.569
H -1.824 -0.758 0.938
H -0.097 -1.128 -1.055
H 0.544 -0.492 1.875
H 1.206 -1.837 0.916
H 0.504 1.777 -0.258
H 1.169 0.920 -1.678
*
```